Here is a structure of composition C4AlBO8 from the OMol25 dataset. Energies are from the ωB97M-V functional and the def2-TZVPD basis.

Calculated values
net charge = +2
energy relative to the best compared isomer or geometry (same formula, charge and spin) = 2.9060 eV
multiplicity = 1
lowest unoccupied orbital energy = -16.09 eV
HOMO level = -19.18 eV

Each line ends with the Mulliken charge.
Atoms and positions in Å:
O -0.2935 1.7163 -0.4254  -0.186
O 0.5624 -2.5130 -1.6455  -0.470
O -1.4158 -0.2967 0.1309  -0.232
C 0.1356 -1.6088 -1.0138  0.550
O -2.2040 -2.2789 -0.6001  -0.259
O 0.3335 0.5618 1.5163  -0.204
Al 2.5682 -4.5913 -2.4791  1.049
O 0.6703 2.3408 2.8582  -0.202
B -0.1135 0.3463 0.1172  0.763
C -0.0217 2.6402 0.4765  0.578
C -1.3369 -1.4848 -0.4757  0.569
O 0.7757 -0.5035 -0.6368  -0.349
O -0.0399 3.8229 0.3620  -0.197
C 0.3794 1.8487 1.8152  0.589

=====

Here is a structure of composition C4BF24O8P4Zr from the OMol25 dataset. Energies are from the ωB97M-V functional and the def2-TZVPD basis.

Calculated values
<S²> = 0.760
multiplicity = 2
lowest unoccupied orbital energy (spin up / spin down) = -3.28 / -7.17 eV
HOMO level (spin up / spin down) = -12.07 / -12.07 eV

Each line ends with the Mulliken charge.
Atoms and positions in Å:
O 1.8768 -0.9555 -1.4694  -0.392
F -3.9256 -0.7495 2.7463  -0.332
F -1.0755 -3.3152 -1.3532  -0.369
F 0.9737 0.6310 3.9671  -0.360
F -2.2521 -0.5315 4.5176  -0.338
O 1.9286 2.1472 -2.9069  -0.537
F -0.4183 -1.3692 -0.0474  -0.344
P 1.9938 0.5525 2.6780  1.154
F -1.7684 2.0719 -0.3872  -0.114
F -2.4816 -2.4574 0.4314  -0.314
F 0.0277 2.9543 -0.0272  -0.180
F 0.8572 -0.3979 2.0216  -0.378
C 1.5693 0.2752 -1.4358  0.802
F -0.9194 5.0260 0.6300  -0.361
C 2.9001 -3.5615 -3.0457  0.498
F -3.0678 -2.0574 -1.8393  -0.366
O 1.3298 -1.9393 -3.5170  -0.214
O 3.4980 -2.3440 -2.7792  -0.287
O 0.4468 -4.0149 -3.5857  -0.208
F 2.7268 0.5389 1.2384  -0.354
C 2.1581 0.9295 -2.6784  0.155
F -3.4251 1.4083 3.6028  -0.358
O 2.8119 -0.0129 -3.3890  -0.383
P -1.7388 -1.9094 -0.9006  1.167
Zr -0.6861 0.8411 1.0092  1.879
P -2.6292 0.1536 3.0648  1.323
B 2.4266 -1.3194 -2.7857  0.564
F 1.0195 1.6414 1.9967  -0.105
F -1.6277 -0.7648 2.2405  -0.176
P -1.3913 3.6019 0.0814  1.287
C 1.4084 -3.2458 -3.4363  0.774
F -1.4014 1.1961 3.0620  -0.140
F -1.9726 -0.3871 -0.3850  -0.330
F -0.9603 -1.3528 -2.1990  -0.358
O 0.8531 0.7503 -0.5809  -0.199
F -1.2213 2.9895 1.5952  -0.149
F 3.0051 1.6418 3.3290  -0.328
F -1.1841 4.0768 -1.4564  -0.350
F -2.7633 0.8411 1.5998  -0.180
F 2.7069 -0.8210 3.1436  -0.351
O 3.3789 -4.6897 -2.9454  -0.396
F -2.9869 3.9278 0.1954  -0.349

=====

Here is a structure of composition C4BN3O17Tl from the OMol25 dataset. Energies are from the ωB97M-V functional and the def2-TZVPD basis.

Calculated values
net charge = -1
energy relative to the best compared isomer or geometry (same formula, charge and spin) = 0.4064 eV
multiplicity = 1
lowest unoccupied orbital energy = -3.98 eV
HOMO level = -7.03 eV

Each line ends with the Mulliken charge.
Atoms and positions in Å:
O -2.0316 2.7275 -2.1831  -0.548
C -1.6266 3.0319 1.3103  0.569
C -1.5061 2.2323 -3.2500  0.454
O -1.0455 3.2617 0.0301  -0.434
O -0.4761 -2.0232 -0.3472  -0.461
C -0.4156 1.2468 -2.6637  0.721
N 4.1636 -3.4929 0.7171  1.128
O -1.6810 2.3557 -4.4934  -0.644
B -1.4515 2.2552 -0.8836  1.158
O 1.7391 -0.3755 0.8759  -0.422
C -2.5792 1.8341 1.0692  0.610
O -0.7390 -3.4131 1.1908  -0.498
O -1.4651 3.6519 2.2906  -0.531
O 0.3161 0.4068 -3.1805  -0.708
O 0.2620 0.1700 2.4093  -0.430
O 3.9139 -2.4545 0.2097  -0.483
O -0.3341 1.5014 -1.3936  -0.516
O 4.8080 -4.2127 -0.0376  -0.566
N -1.0675 -2.3874 0.6960  1.022
N 1.1585 -0.5622 1.9372  1.007
O 1.3833 -1.7305 2.5101  -0.388
O -1.7714 -1.5472 1.3301  -0.397
O -2.3944 1.4398 -0.1942  -0.464
O -3.1218 1.2938 2.0505  -0.598
Tl 2.0249 -1.4593 -1.8307  0.943
O 3.9371 -3.7504 1.8307  -0.523

=====

Here is a structure of composition C4H10AgCl2O2 from the OMol25 dataset. Energies are from the ωB97M-V functional and the def2-TZVPD basis.

Calculated values
net charge = -1
energy relative to the best compared isomer or geometry (same formula, charge and spin) = 0.3127 eV
multiplicity = 1
lowest unoccupied orbital energy = 3.07 eV
HOMO level = -4.83 eV

Each line ends with the Mulliken charge.
Atoms and positions in Å:
C -1.5769 -1.2962 2.0104  -0.809
H -0.8300 0.1731 -2.1036  0.506
H -1.4022 -1.0221 3.0508  0.265
C -1.0658 -0.8275 -0.2027  -0.386
C -0.3972 0.2045 -1.1037  -0.810
H -1.1308 -2.2772 1.8468  0.315
H -0.4140 -1.6888 -0.3488  0.285
Cl 1.6187 3.4812 0.6023  -0.778
H -2.6639 -1.3343 1.9383  0.323
H 1.4672 0.5388 -3.1417  0.332
H -2.0377 -1.2079 -0.5171  0.417
H -0.7245 1.1400 -0.6501  0.390
H 2.7157 0.7455 -2.0704  0.290
Ag 1.0317 0.8950 1.4100  0.517
O -1.1757 -0.2950 1.0951  -0.264
C 1.6469 0.9453 -2.1464  -0.865
O 1.0469 0.2111 -1.0445  -0.275
H 1.6194 2.0298 -2.0399  0.305
Cl 2.2723 -0.4152 3.4153  -0.757

=====

Here is a structure of composition C4H10AsO2ReS4Se4 from the OMol25 dataset. Energies are from the ωB97M-V functional and the def2-TZVPD basis.

Calculated values
net charge = +2
multiplicity = 1
lowest unoccupied orbital energy (spin up / spin down) = -9.31 / -8.65 eV
HOMO level (spin up / spin down) = -14.28 / -14.29 eV

Each line ends with the Mulliken charge.
Atoms and positions in Å:
Se 1.4445 -5.9006 2.1150  0.051
H 1.8719 -1.2923 -2.5387  0.318
H 0.7399 -2.6845 -2.4611  0.408
S 3.3972 -0.4378 2.4280  -0.028
H -1.5049 -1.1264 -3.6619  0.443
S 1.4111 1.1966 0.0836  -0.035
S 0.3321 1.2660 1.8698  -0.181
H -2.0983 0.9649 -2.4699  0.356
H -2.6733 2.0204 -0.2943  0.335
H -3.7945 0.6613 0.0675  0.344
O -0.0755 -0.7899 -2.1877  -0.256
As 1.9372 0.7555 3.5568  0.450
C 0.8901 -1.6630 -2.8176  -0.948
C -1.4257 -1.1017 -2.5744  -0.599
H -1.6958 -2.0811 -2.1641  0.315
Se 0.8965 -2.4587 0.6479  -0.075
Se 0.4758 -2.4601 3.0237  0.178
C -2.2790 -0.0033 -1.9995  -0.346
H -3.3367 -0.2628 -2.0565  0.431
Se 0.7060 -4.6499 3.6844  0.230
S 3.7168 1.6440 2.6384  -0.108
C -2.7716 1.0266 0.1415  -0.690
H 0.7548 -1.6093 -3.8970  0.333
O -1.9120 0.1100 -0.5922  -0.484
Re 0.0071 -0.4045 -0.0598  1.272
H -2.4310 1.0150 1.1711  0.286

=====

Here is a structure of composition C4H10AuS4SbSe2 from the OMol25 dataset. Energies are from the ωB97M-V functional and the def2-TZVPD basis.

Calculated values
multiplicity = 1
lowest unoccupied orbital energy = -1.69 eV
HOMO level = -7.65 eV

Each line ends with the Mulliken charge.
Atoms and positions in Å:
S 1.8923 -0.9536 -3.9316  -0.600
Se 0.2690 -1.4100 1.0867  0.089
H -3.1370 1.9915 0.6512  0.346
H 1.8939 -2.2451 -0.5636  0.318
H 0.7123 2.3384 2.0888  0.461
S -1.4177 -2.3586 -5.7300  -0.541
Au -0.8569 -0.4250 -0.9317  0.678
C -2.2684 1.8276 1.2842  -0.932
H 2.2937 -0.5623 -0.1908  0.317
H 1.3999 0.0210 2.8008  0.470
H 2.7407 -1.8604 0.9726  0.350
Se -0.7277 1.8689 0.0997  0.086
C 0.5214 0.1937 2.1784  -0.765
C 2.0146 -1.5201 0.2395  -0.843
H -0.3459 0.2200 2.8371  0.406
H -2.1813 2.6310 2.0112  0.346
S -1.5581 0.3794 -2.9720  -0.465
Sb -0.2884 -1.4581 -4.0416  0.836
H 1.5934 1.4977 0.8176  0.381
H -2.3548 0.8611 1.7715  0.333
S -0.8712 -2.5256 -1.8841  -0.504
C 0.6762 1.4886 1.4062  -0.766

=====

Here is an isolated molecule of C4H10BNO from the OMol25 dataset. Energies are from the ωB97M-V functional and the def2-TZVPD basis.

Calculated values
SMILES = CNB1CCCO1
energy relative to the best compared isomer or geometry (same formula, charge and spin) = 0.0000 eV
multiplicity = 1
lowest unoccupied orbital energy = 0.70 eV
HOMO level = -9.39 eV

Each line ends with the Mulliken charge.
Atoms and positions in Å:
H -2.9063 -1.3526 -0.3923  0.235
O 0.1424 -1.1267 -0.1285  -0.552
H -3.4967 0.2936 0.4375  0.302
N -1.6558 0.4598 -0.3521  -0.217
H 3.0351 0.2666 -0.0791  0.323
H 2.0189 -1.4216 -0.7697  0.365
C 2.0227 0.2938 0.3419  -0.642
C 0.9645 1.1058 -0.4225  -0.727
H 1.4084 1.3974 -1.3341  0.329
H 0.6708 2.0763 0.0127  0.316
C 1.4938 -1.1585 0.0815  -0.466
H 2.2425 0.6270 1.3047  0.280
H -2.0638 1.3677 -0.5474  0.235
B -0.3076 0.1571 -0.3804  0.333
H -2.4785 -0.8140 1.1208  0.346
H 1.5880 -1.7247 0.9178  0.337
C -2.6785 -0.4471 0.1892  -0.798

=====

Here is a cluster of 2 separate species, C4H10ClN2 in total from the OMol25 dataset. Energies are from the ωB97M-V functional and the def2-TZVPD basis.

Calculated values
net charge = +1
energy relative to the best compared isomer or geometry (same formula, charge and spin) = 1.8470 eV
multiplicity = 1
lowest unoccupied orbital energy = -3.97 eV
HOMO level = -12.87 eV

Each line ends with the Mulliken charge.
Atoms and positions in Å:
C -1.0216 -0.5122 -1.2797  0.578
H -2.9795 0.2293 -1.9371  0.240
H 0.3295 0.3550 -2.6375  0.300
H 2.9239 -0.1196 1.5030  0.251
H 1.4922 1.5440 2.7071  0.227
Cl -0.1007 -1.9277 -0.9115  -0.216
H 0.1297 1.1241 -0.8819  0.244
C -0.2677 0.6807 -1.7853  -0.981
N 2.0441 -0.5946 1.4539  -0.297
H 2.0627 -1.5538 1.0310  0.283
H -2.9601 -1.4362 -1.3665  0.362
H 0.0260 -0.7339 1.3796  0.617
H -0.1285 1.4065 2.6480  0.259
C 0.8438 -0.1588 1.5910  -0.014
C -2.2926 -0.7154 -1.7429  -0.846
N 0.7372 0.9427 2.3352  -0.383
H -0.8385 1.4700 -2.1065  0.376

=====

Here is an isolated molecule of C4H10ClNSi from the OMol25 dataset. Energies are from the ωB97M-V functional and the def2-TZVPD basis.

Calculated values
SMILES = CCNC/C=[SiH]\Cl
energy relative to the best compared isomer or geometry (same formula, charge and spin) = 4.2847 eV
multiplicity = 1
lowest unoccupied orbital energy = 0.27 eV
HOMO level = -8.07 eV

Each line ends with the Mulliken charge.
Atoms and positions in Å:
N 0.3413 1.1575 -1.0903  -0.303
H -0.4860 2.8295 -0.2980  0.375
Cl -0.6562 -4.4809 0.3228  -0.194
H 1.8156 -3.5062 1.3149  -0.054
H 0.2742 1.3364 1.8042  0.290
H -1.2818 2.1474 1.9205  0.326
H 0.6992 -0.6230 -2.1885  0.415
C -0.7199 1.7876 -0.1895  -0.512
C 0.2189 -0.3739 -1.3079  -0.509
H 1.2306 1.6523 -1.1731  0.215
C -0.6999 1.4133 1.3029  -0.966
H -0.8847 -0.3593 -1.3335  0.248
Si 0.7133 -2.9922 0.3302  0.279
C 0.8351 -1.2710 -0.2623  -0.385
H 1.6964 -0.7060 0.1228  0.271
H -1.2901 0.5918 1.2629  0.305
H -1.8060 1.3967 -0.5379  0.199

=====

Here is a cluster of 2 separate species, C4H10FNO in total from the OMol25 dataset. Energies are from the ωB97M-V functional and the def2-TZVPD basis.

Calculated values
SMILES = C[C@@](N)(F)C=O.C
energy relative to the best compared isomer or geometry (same formula, charge and spin) = 1.4070 eV
multiplicity = 1
lowest unoccupied orbital energy = 0.76 eV
HOMO level = -9.99 eV

Each line ends with the Mulliken charge.
Atoms and positions in Å:
H 1.0935 -0.1525 2.5358  0.289
H -1.7489 -1.4607 -1.7345  0.428
N -0.8834 -0.2716 0.6933  -0.703
H -0.8448 2.0276 -0.4751  0.484
C 2.0089 -0.0630 1.9542  -1.175
H -2.4933 -0.1109 -1.2068  0.446
O 0.3990 1.4723 -1.9703  -0.469
F 0.6333 -0.8907 -0.8864  -0.381
H -1.1716 -1.2339 0.7787  0.318
H 1.9179 -0.7131 1.0828  0.260
H -1.4895 0.0846 -2.6500  0.330
H -0.0869 -0.1088 1.2789  0.143
C -0.4808 -0.1185 -0.6769  1.317
C -0.2714 1.3330 -0.9869  -0.350
H 2.9559 -0.3235 2.3251  0.342
C -1.5795 -0.4587 -1.6964  -1.583
H 2.0416 0.9884 1.6344  0.303

=====

Here is a cluster of 2 separate species, C4H10FNP in total from the OMol25 dataset. Energies are from the ωB97M-V functional and the def2-TZVPD basis.

Calculated values
net charge = +1
energy relative to the best compared isomer or geometry (same formula, charge and spin) = 2.9987 eV
multiplicity = 1
lowest unoccupied orbital energy (spin up / spin down) = -5.27 / -5.27 eV
HOMO level (spin up / spin down) = -13.53 / -13.54 eV

Each line ends with the Mulliken charge.
Atoms and positions in Å:
H 1.5383 1.1885 0.8954  0.337
C -0.2153 0.6790 -1.0221  0.333
F 0.9775 2.5088 -0.8504  -0.564
H 0.4142 0.6662 2.2207  0.375
H -1.0995 1.2380 -3.1840  0.162
H -1.2787 1.6532 0.3812  0.323
N -0.1484 -1.5599 0.2397  -0.261
C -1.2895 0.6565 -0.0191  -0.847
H -0.9124 -1.8015 -0.3704  0.414
P -0.1955 0.2079 -2.7047  -0.145
C 1.0048 0.3025 1.3760  -1.439
H -0.4520 -1.6409 1.2202  0.410
H 1.1137 0.2125 -3.3596  0.176
H 1.6258 -0.5203 1.5220  0.485
H 0.5836 -2.2581 -0.0522  0.329
H -2.2982 0.3464 -0.1908  0.336
C 0.0065 -0.0436 0.2495  0.576

=====

Here is a structure of composition C4H10GaO2S2 from the OMol25 dataset. Energies are from the ωB97M-V functional and the def2-TZVPD basis.

Calculated values
net charge = -1
energy relative to the best compared isomer or geometry (same formula, charge and spin) = 0.4435 eV
multiplicity = 1
lowest unoccupied orbital energy = 3.32 eV
HOMO level = -4.25 eV

Each line ends with the Mulliken charge.
Atoms and positions in Å:
H 2.9774 0.4927 -0.9873  0.286
Ga -0.4692 -0.9110 -0.5274  0.350
H -2.7056 -2.2496 -1.5344  0.055
H 2.2902 -0.4094 -2.3954  0.314
S -2.6395 -0.9411 -1.2650  -0.437
C 2.3341 0.5390 -1.8638  -0.966
C -1.1183 -0.0820 2.2543  -0.230
H -1.7253 1.9406 1.9180  0.242
C -0.3990 -1.1459 1.4711  -0.610
H -0.9151 -2.0906 1.6705  0.331
S 0.6750 0.9924 -1.3428  0.911
H 0.6334 -1.3007 1.8245  0.318
H 0.2908 -2.1587 -1.1898  -0.301
O 0.8340 2.0989 -0.3954  -0.682
H 2.6388 1.3409 -2.5353  0.311
H 0.0736 1.6703 2.3197  0.251
C -0.9225 1.2606 2.1864  -0.737
O 0.0023 1.4046 -2.5807  -0.684
H -1.8551 -0.4511 2.9726  0.277

=====

Number 1: largest force on an atom 2.8 eV/A. Number 2: largest force on an atom 6.5 eV/A. Number 3: largest force on an atom 6.5 eV/A. Number 4: largest force on an atom 1.9 eV/A. Number 5: largest force on an atom 0.8 eV/A. Number 6: largest force on an atom 0.1 eV/A. Number 7: largest force on an atom 3.4 eV/A. Number 8: largest force on an atom 6.1 eV/A. Number 9: largest force on an atom 4.2 eV/A. Number 10: largest force on an atom 4.2 eV/A. Number 11: largest force on an atom 4.5 eV/A. Number 12: largest force on an atom 1.9 eV/A.